1.
Entry from the Open Molecules 2025 dataset: 2 unconnected molecules or ions with the total composition H2 (ωB97M-V/def2-TZVPD).

Element x y z (Å)
H 0.00000 0.00000 1.06206
H 0.00000 0.00000 -1.06206

Atomic forces in eV per Å
0.00 0.00 -2.76
0.00 0.00 2.76

Computed properties:
HOMO level	-10.220	eV
E_tot	-26.2122	eV
orbital gap	7.676	eV
maximum force	2.762	eV/Å



2.
Entry from the Open Molecules 2025 dataset: 2 unconnected molecules or ions with the total composition H2 (ωB97M-V/def2-TZVPD).

Element x y z (Å)
H 0.15268 -0.22571 0.67728
H -0.15268 0.22571 -0.67728

Atomic forces in eV per Å
-0.95 1.40 -4.20
0.95 -1.40 4.20

Computed properties:
HOMO level	-11.555	eV
E_tot	-28.6097	eV
orbital gap	11.244	eV
maximum force	4.531	eV/Å



3.
Entry from the Open Molecules 2025 dataset: 2 unconnected molecules or ions with the total composition H2 (ωB97M-V/def2-TZVPD).

Element x y z (Å)
H 0.00000 0.00000 1.03997
H 0.00000 0.00000 -1.03997

Atomic forces in eV per Å
0.00 0.00 -2.86
0.00 0.00 2.86

Computed properties:
HOMO level	-10.288	eV
E_tot	-26.3363	eV
orbital gap	7.851	eV
maximum force	2.860	eV/Å



4.
Entry from the Open Molecules 2025 dataset: 9 unconnected molecules or ions with the total composition H20NO8 (ωB97M-V/def2-TZVPD).

Element x y z (Å)
N -0.22748 0.18149 -0.14296
H 0.58560 0.72581 -0.43156
H -0.18605 -0.84200 0.19881
H -0.83456 0.14904 -0.85357
H -0.48185 0.77462 0.81095
O -0.71893 -1.92085 -2.59242
H -0.72703 -1.31437 -3.47546
H -0.01769 -2.61046 -2.80787
O 2.00848 -2.00239 1.63375
H 2.63561 -1.30200 1.29400
H 2.06625 -2.64869 0.92397
O -2.63677 1.88964 0.52716
H -2.69813 2.27810 1.54723
H -3.57089 1.48300 0.49786
O -1.66361 -2.21987 1.22039
H -1.90848 -2.83047 0.54336
H -2.14744 -2.34769 2.00928
O -0.60191 1.75871 -2.29039
H -1.41096 2.06980 -2.51511
H -0.19631 2.40315 -1.85748
O 2.21293 -0.76979 -1.74219
H 2.55916 -0.25524 -2.43491
H 2.21926 -1.69764 -2.14039
O -0.16018 0.56136 3.65366
H 0.58322 -0.16298 3.62120
H -0.95147 0.05099 3.49390
O 1.86191 2.51910 0.26837
H 1.72219 3.48741 0.26009
H 2.68513 2.59219 0.78028

Atomic forces in eV per Å
2.23 0.02 7.64
0.71 -1.15 -0.23
1.01 1.85 -0.48
-3.46 0.73 -3.19
-0.29 -1.86 -3.25
1.28 0.95 -3.38
0.05 -2.21 3.18
-1.45 1.29 0.31
0.99 1.46 -0.85
-0.93 -1.03 0.70
-0.11 -0.31 0.09
-2.47 0.52 4.28
0.47 -1.29 -3.96
2.05 0.80 -0.25
1.60 1.49 -0.87
-0.59 -0.79 -0.30
-0.93 -0.61 0.99
1.00 -5.76 -1.91
-3.95 1.49 -1.18
2.88 4.53 2.85
-0.66 -3.06 0.54
0.79 1.27 -1.39
-0.02 1.89 0.94
2.46 -1.87 -0.44
-2.06 2.05 0.15
-0.41 -0.26 0.09
0.56 1.40 0.47
-0.72 -0.52 -0.45
-0.01 -1.00 -0.09

Computed properties:
total charge	+1
HOMO level	-14.406	eV
E_tot	-18187.4389	eV
orbital gap	11.527	eV
maximum force	7.961	eV/Å



Q: Number 1 is which compound?
A: H2



Q: The highest E_tot belongs to which entry?
A: number 1



Q: What is the orbital gap in the third record?
A: 7.851 eV